# C74H92N2O28S3

A cluster of 14 separate species, C74H92N2O28S3 in total at a distorted geometry (ωB97M-V/def2-TZVPD, OMol25).

Output
maximum force = 4.5 eV/Å
HOMO-LUMO gap = 7.053 eV

```
! wB97M-V def2-TZVPD RIJCOSX def2/J DEFGRID3
* xyz 0 1
C 12.3951 -4.4159 32.1324
O 12.2339 -3.1451 31.6620
C 12.2646 -2.8768 30.3048
C 13.0564 -1.6900 29.9002
N 14.4780 -1.9389 29.7643
H 15.5237 -3.8398 28.8603
H 14.9098 -1.0262 29.3035
C 15.2030 -1.9669 31.0778
C 14.9264 -0.7904 31.9945
O 15.3436 0.4091 31.3490
C 16.7201 0.6298 31.4524
H 11.5176 -5.0022 31.8879
H 12.4175 -4.3827 33.2211
H 13.2981 -4.8694 31.7305
H 11.2230 -2.6504 29.8625
H 12.6863 -3.7683 29.8022
H 12.8237 -0.7947 30.5350
H 12.6493 -1.4402 28.8364
H 16.2965 -2.1513 31.0393
H 14.8269 -2.8786 31.5079
H 15.3907 -1.0008 32.9952
H 13.9029 -0.6770 32.1804
H 17.3335 -0.2192 31.0581
H 16.9769 0.9258 32.4823
H 16.9754 1.4455 30.7544
C 10.7034 -2.8452 26.9695
O 11.6568 -1.8435 26.6492
C 12.3395 -2.1899 25.4641
C 13.2716 -0.9784 25.0895
N 14.2613 -0.6254 26.2033
H 13.7219 -0.6286 27.0422
H 15.5592 -1.8591 26.6612
C 15.1266 0.5076 26.0487
C 15.6859 1.1054 27.3007
O 14.6854 1.6398 28.1603
C 15.0626 2.9202 28.7010
H 10.0741 -2.5414 27.7730
H 11.1070 -3.8090 27.2873
H 10.0639 -3.0053 26.1072
H 11.6246 -2.3145 24.5705
H 12.9455 -3.1528 25.5625
H 12.7555 -0.0492 25.0206
H 13.8335 -1.1476 24.1365
H 14.8080 1.3454 25.3930
H 16.0764 0.2393 25.5815
H 16.3579 1.9862 27.0195
H 16.2587 0.3423 27.8604
H 15.9638 2.8064 29.2992
H 14.2527 3.2700 29.4154
H 15.2311 3.7625 28.0106
O 15.1444 -4.6542 28.5648
C 14.7757 -4.3022 27.2875
C 15.9883 -3.7278 26.4566
O 16.3445 -2.4181 26.8802
H 14.0513 -3.5670 27.2602
H 14.3785 -5.1247 26.7200
H 15.7397 -3.8064 25.4637
H 16.9338 -4.3027 26.5647
C 14.6681 6.9155 23.5291
C 14.0990 5.7395 23.2471
C 14.6628 4.4529 23.8642
O 14.3250 3.3887 23.4305
C 15.8164 4.6210 24.7706
C 16.4183 5.7703 24.9270
C 15.9151 6.9948 24.3245
O 16.6632 7.9605 24.1878
H 14.3463 7.8816 23.2402
H 13.1246 5.5016 22.7877
H 16.3782 3.7223 25.1198
H 17.3043 5.9517 25.4919
C 8.4766 2.3984 29.2074
C 9.1279 2.9930 28.2170
C 10.5284 2.6575 27.8495
O 11.0858 3.3295 27.0325
C 11.0445 1.3859 28.4743
C 10.2497 0.6243 29.2920
C 8.9698 1.1614 29.8451
O 8.2861 0.6414 30.7205
H 7.5288 2.7999 29.5460
H 8.8797 3.8201 27.5285
H 12.0832 1.1073 28.2962
H 10.4902 -0.3854 29.5708
C 7.6112 1.3212 24.1393
C 7.7884 0.9174 25.3739
C 7.8308 -0.5343 25.6979
O 7.9184 -0.9252 26.8820
C 7.7424 -1.5182 24.6643
C 7.5327 -1.1319 23.3766
C 7.3765 0.3026 23.1079
O 7.0601 0.6080 21.9718
H 7.7022 2.3796 23.7188
H 8.0188 1.5600 26.1813
H 7.7183 -2.5741 25.0548
H 7.4040 -1.8184 22.5855
C 10.9559 2.1470 23.3820
C 11.0353 3.4489 23.4023
C 10.4675 4.2425 22.2989
O 10.5594 5.4631 22.2531
C 9.8490 3.4882 21.2073
C 9.7389 2.1853 21.1464
C 10.3822 1.3956 22.2042
O 10.5398 0.2080 22.0633
H 11.4000 1.3921 24.0650
H 11.5423 3.9831 24.1884
H 9.5883 4.1541 20.3747
H 9.3767 1.5852 20.2937
C 13.0119 2.2438 32.1911
C 13.2522 1.7814 33.4137
C 12.1997 1.6578 34.5084
O 12.4953 1.1318 35.5398
C 10.7975 2.0425 34.1091
C 10.5979 2.6506 32.9401
C 11.6887 2.6959 31.8055
O 11.3530 3.0023 30.6899
H 13.7874 2.4257 31.4685
H 14.1621 1.3905 33.7575
H 10.0772 1.8055 34.8585
H 9.6037 2.9411 32.4673
C 19.0226 -1.6781 29.3002
C 19.4188 -0.4477 29.5082
C 19.2989 0.6134 28.4536
O 19.5592 1.7806 28.7310
C 19.0030 0.1799 27.1747
C 18.7993 -1.0578 26.8177
C 18.8488 -2.1287 27.8483
O 18.9335 -3.2813 27.5491
H 18.8245 -2.3567 30.1380
H 19.8622 -0.1731 30.4776
H 19.0321 1.0248 26.4533
H 18.5869 -1.3741 25.7796
C 13.2473 1.3719 20.3979
C 13.7654 0.6463 21.3774
C 15.2049 0.6503 21.6352
O 15.7181 -0.0662 22.4728
C 16.0204 1.6941 21.0236
C 15.4714 2.4661 20.0934
C 14.0696 2.3069 19.6364
O 13.6243 3.0211 18.7607
H 12.1926 1.4885 20.2227
H 13.1750 -0.0068 21.9825
H 16.9922 1.8313 21.4460
H 16.0406 3.2540 19.6485
C 9.1932 -2.3820 32.3021
C 8.4743 -3.2523 32.9625
C 8.8640 -3.6519 34.3457
O 8.2142 -4.4181 34.9676
C 10.1268 -3.0472 34.9068
C 10.7545 -2.1078 34.2549
C 10.3150 -1.6362 32.9600
O 10.8027 -0.6254 32.5056
H 8.9991 -2.0260 31.3340
H 7.6813 -3.8227 32.3843
H 10.3715 -3.3881 35.8705
H 11.5876 -1.5822 34.6314
C 19.9562 0.0188 19.8907
C 21.3464 -0.5106 20.3550
C 21.4888 -0.1836 21.7930
S 19.7062 -0.3265 22.4554
O 19.3235 1.0099 22.9662
O 19.6181 -1.4784 23.3206
C 18.9852 -0.6477 20.8708
H 19.8017 -0.3585 18.8337
H 19.9188 1.0837 20.0312
H 22.1339 -0.1146 19.7660
H 21.4146 -1.5454 20.1782
H 21.8606 0.8142 21.9825
H 22.0785 -0.8164 22.4566
H 17.9961 -0.1817 20.9459
H 18.9062 -1.7218 20.7716
C 19.1041 6.4446 31.5923
C 19.7655 5.4854 30.5387
C 18.8910 4.2199 30.4166
S 18.1352 3.9967 32.1178
O 19.0634 3.0968 32.7717
O 16.7388 3.8857 32.0645
C 18.4421 5.6315 32.6982
H 18.2727 7.0721 31.1911
H 19.8151 7.1863 31.9674
H 20.7502 5.2308 30.8668
H 19.7631 5.9042 29.5179
H 19.4131 3.3022 30.3153
H 18.1685 4.3082 29.7084
H 19.0058 5.5902 33.6334
H 17.4834 6.1515 32.9165
C 12.4400 -2.8358 19.3106
C 13.5081 -3.2584 20.4242
C 14.8028 -3.6207 19.7493
S 14.9673 -2.3642 18.4624
O 15.6153 -2.9324 17.3338
O 15.4023 -1.1038 19.0148
C 13.2395 -2.1726 18.1423
H 11.7511 -2.1603 19.8198
H 11.7935 -3.6959 19.0268
H 13.2033 -4.2014 21.0088
H 13.6683 -2.4724 21.1800
H 14.7950 -4.5762 19.2404
H 15.6871 -3.5719 20.3981
H 13.1024 -2.4579 17.1247
H 13.2783 -1.0840 18.1491
*
```

---

# C75H136N3O29Pb

A structure of composition C75H136N3O29Pb at a distorted geometry (ωB97M-V/def2-TZVPD, OMol25).

Output
maximum force = 6.7 eV/Å
HOMO-LUMO gap = 5.764 eV

```
! wB97M-V def2-TZVPD RIJCOSX def2/J DEFGRID3
* xyz 0 2
Pb -11.1001 -12.6473 18.3439
C -9.0716 -16.7273 18.0006
C -9.9725 -16.6736 16.7550
C -10.8863 -17.9429 16.9735
C -12.0428 -18.0882 16.0124
C -12.9295 -16.8263 16.0951
C -12.0945 -15.5034 15.8404
N -10.8300 -15.4432 16.5609
O -10.0595 -14.1459 16.4606
C -13.1179 -14.3751 16.2951
C -11.8657 -15.4518 14.2914
C -9.0666 -16.9128 15.4916
H -8.4240 -17.6036 18.0295
H -9.5961 -16.7928 18.9539
H -8.4197 -15.8544 18.0381
H -11.2216 -18.0082 18.0086
H -10.2527 -18.8041 16.7616
H -12.6243 -18.9882 16.2123
H -11.7527 -18.3277 14.9894
H -13.5696 -16.8529 16.9769
H -13.6917 -16.8496 15.3162
H -12.6614 -13.3891 16.3820
H -13.7466 -14.6078 17.1546
H -13.8355 -14.2070 15.4920
H -11.4618 -14.4759 14.0219
H -12.7966 -15.5833 13.7398
H -11.2156 -16.2434 13.9187
H -8.5718 -16.0305 15.0854
H -9.7080 -17.2427 14.6743
H -8.2845 -17.6443 15.6950
C -8.9096 -18.9351 21.1952
C -7.6257 -18.3477 21.8985
C -8.1619 -17.3727 23.0002
C -7.1869 -17.0622 24.2225
C -6.6761 -18.3377 24.7142
C -5.8473 -19.1675 23.6166
N -6.7685 -19.4400 22.4818
O -6.3581 -20.5264 21.6344
C -5.4563 -20.4434 24.3894
C -4.5545 -18.3495 23.3017
C -6.8408 -17.5811 20.8498
H -9.6076 -18.1500 20.9045
H -9.3458 -19.6704 21.8713
H -8.6771 -19.4350 20.2549
H -9.1250 -17.6678 23.4168
H -8.3279 -16.3829 22.5749
H -7.7732 -16.5223 24.9661
H -6.4300 -16.3677 23.8580
H -7.4907 -19.0010 25.0053
H -6.0481 -18.2043 25.5951
H -4.8026 -20.1873 25.2233
H -4.8935 -21.1312 23.7583
H -6.3067 -21.0245 24.7461
H -4.6866 -17.3150 22.9848
H -4.0820 -18.7443 22.4023
H -3.7559 -18.3550 24.0435
H -6.2501 -18.2345 20.2078
H -6.1380 -16.8452 21.2404
H -7.5043 -17.1377 20.1072
C -12.3158 -10.4249 15.3572
C -13.6695 -10.2556 16.1033
C -14.6945 -10.9084 15.1227
C -15.9631 -11.3759 15.7780
C -15.7734 -12.1608 17.0536
C -14.9082 -11.4027 18.1111
N -13.6564 -10.9976 17.4015
O -12.6490 -10.5822 18.3355
C -14.7122 -12.4089 19.2659
C -15.8808 -10.2522 18.6732
C -14.0447 -8.7325 16.1767
H -12.4067 -10.0580 14.3348
H -12.0754 -11.4761 15.1975
H -11.5315 -9.7835 15.7592
H -14.1922 -11.6839 14.5444
H -15.0008 -10.2002 14.3529
H -16.5396 -11.9832 15.0802
H -16.4690 -10.4430 16.0264
H -15.4234 -13.1423 16.7338
H -16.7347 -12.3454 17.5332
H -14.2774 -13.3364 18.8933
H -15.6749 -12.6632 19.7094
H -14.0256 -12.1191 20.0614
H -16.8070 -10.5962 19.1336
H -16.0921 -9.4416 17.9758
H -15.3532 -9.7995 19.5126
H -13.5088 -8.3053 17.0242
H -15.0848 -8.4341 16.3078
H -13.7300 -8.1389 15.3185
C -16.6315 -15.8068 18.6586
C -18.1134 -15.5337 18.4852
C -18.5794 -14.6163 19.5500
O -17.7349 -14.9517 20.6287
C -16.5026 -15.5258 20.1368
H -16.0347 -15.1367 18.0399
H -16.4644 -16.8496 18.3890
H -18.7649 -16.4043 18.5610
H -18.3674 -15.1804 17.4858
H -19.6122 -14.7524 19.8707
H -18.5187 -13.5611 19.2836
H -16.2844 -16.4902 20.5954
H -15.6383 -14.8943 20.3429
C -12.9860 -13.8300 10.7513
C -13.3638 -12.3243 11.0197
C -14.8756 -12.3551 11.0183
O -15.2715 -13.6955 10.8793
C -14.2009 -14.5110 11.2556
H -12.1021 -14.1561 11.2995
H -12.7638 -14.0702 9.7116
H -12.9073 -11.5717 10.3767
H -13.0990 -12.0322 12.0358
H -15.1590 -11.7083 10.1880
H -15.2637 -12.0328 11.9846
H -14.3366 -15.5554 10.9747
H -14.2465 -14.4846 12.3444
C -16.0490 -20.0358 17.6856
C -15.9761 -19.7334 16.2006
C -17.4003 -20.0975 15.7445
O -18.1268 -19.5956 16.8667
C -17.4755 -19.8509 18.0749
H -15.3823 -19.3423 18.1981
H -15.7928 -21.0885 17.8053
H -15.3317 -20.4688 15.7187
H -15.7017 -18.7035 15.9727
H -17.5823 -21.1703 15.6797
H -17.7051 -19.6560 14.7957
H -17.7945 -20.7773 18.5524
H -17.6689 -19.0263 18.7610
C -12.0499 -21.8142 20.0959
C -11.0417 -21.2602 19.1456
C -9.7498 -22.1157 19.3115
O -10.0842 -22.9475 20.4293
C -11.5346 -23.1980 20.5590
H -13.0538 -21.8495 19.6728
H -12.1042 -21.1872 20.9859
H -10.8219 -20.2269 19.4139
H -11.5065 -21.2835 18.1599
H -8.8080 -21.5777 19.4197
H -9.6972 -22.7700 18.4413
H -11.8268 -23.5184 21.5590
H -11.8871 -24.0197 19.9357
C -14.9284 -20.1754 11.4669
C -14.8488 -18.7403 11.9483
C -13.8545 -18.9105 13.0835
O -12.8896 -19.7723 12.5705
C -13.4957 -20.6413 11.5885
H -15.3672 -20.1701 10.4691
H -15.6474 -20.7255 12.0739
H -15.8220 -18.3106 12.1856
H -14.4584 -18.0630 11.1888
H -14.3164 -19.3450 13.9700
H -13.4333 -17.9436 13.3586
H -13.4771 -21.6972 11.8585
H -12.9385 -20.5337 10.6578
C -5.0723 -14.4115 14.1310
C -5.7064 -13.8500 15.4272
C -5.8223 -14.7829 16.5954
O -5.1430 -14.0701 17.5918
C -4.5359 -13.0094 17.1850
O -3.8979 -12.2459 17.8937
O -4.7804 -12.8583 15.9109
H -4.9252 -13.5358 13.4988
H -5.7438 -15.1689 13.7265
H -4.1036 -14.8812 14.3016
H -6.7051 -13.4786 15.1976
H -5.3032 -15.7241 16.4144
H -6.8729 -14.9797 16.8090
C -9.3962 -20.6011 14.4757
C -10.6920 -21.2876 14.3455
C -10.6572 -22.5203 13.3553
O -11.1445 -23.6330 14.1553
C -11.3391 -23.2162 15.4452
O -11.7812 -23.8825 16.3800
O -11.0016 -21.9232 15.6063
H -9.2330 -19.9280 13.6340
H -8.6001 -21.3359 14.5954
H -9.3650 -20.0883 15.4371
H -11.5440 -20.6340 14.1583
H -9.6807 -22.7664 12.9382
H -11.3846 -22.3564 12.5603
C -9.9537 -11.4997 13.5496
C -8.9905 -12.2089 12.5553
C -8.7422 -13.6504 12.7202
O -9.1804 -14.1764 11.4688
C -9.5030 -13.1361 10.6173
O -9.9745 -13.2578 9.4916
O -9.4309 -12.0526 11.1934
H -10.8994 -12.0416 13.5605
H -10.0738 -10.4761 13.1949
H -9.6496 -11.4861 14.5962
H -8.0291 -11.6958 12.5330
H -9.3701 -14.0760 13.5030
H -7.6733 -13.7506 12.9084
C -12.9981 -17.5291 22.6353
C -12.4076 -17.9343 21.2288
C -13.4090 -18.2900 20.1403
O -13.6190 -17.0324 19.5002
C -12.5802 -16.2308 19.8237
O -12.2993 -15.2006 19.2430
O -11.8016 -16.7851 20.6619
H -13.6427 -16.6638 22.4807
H -12.1836 -17.2122 23.2867
H -13.7023 -18.1999 23.1274
H -11.7013 -18.7191 21.4998
H -14.3308 -18.6200 20.6194
H -13.0765 -19.0357 19.4181
C -6.6861 -20.0316 17.3453
C -5.5467 -20.7395 18.0894
C -5.7985 -22.1983 18.5345
O -4.7796 -22.8193 17.8184
C -4.0028 -21.9627 17.1007
O -3.0392 -22.3147 16.3735
O -4.3771 -20.7121 17.3260
H -7.4988 -19.7724 18.0238
H -7.0756 -20.6210 16.5152
H -6.4035 -19.0604 16.9388
H -5.3045 -20.1087 18.9448
H -6.7767 -22.5285 18.1847
H -5.5693 -22.3355 19.5912
C -8.9985 -17.7502 11.4469
C -10.5174 -17.9592 11.2423
C -11.3676 -17.0142 10.4632
O -11.6966 -17.5956 9.2079
C -11.3754 -18.8596 9.2478
O -11.6021 -19.6827 8.3480
O -10.7421 -19.0948 10.4110
H -8.7159 -16.8120 11.9245
H -8.5076 -17.7050 10.4748
H -8.5405 -18.5218 12.0656
H -11.0169 -18.0693 12.2048
H -10.8446 -16.0746 10.2852
H -12.2950 -16.8325 11.0063
C -16.7356 -16.0997 14.7103
C -17.9052 -15.3840 14.0127
C -17.5178 -14.0282 13.3271
O -17.9628 -14.0937 12.0282
C -18.4242 -15.3378 11.7613
O -18.9086 -15.7254 10.6985
O -18.3024 -16.0910 12.8554
H -16.0036 -16.3946 13.9584
H -17.1990 -16.9624 15.1889
H -16.2250 -15.4317 15.4039
H -18.6437 -15.1371 14.7755
H -16.4366 -13.9081 13.3946
H -17.8663 -13.1232 13.8248
*
```

---

Question: Which of these has the lowest maximum force?
Answer: C74H92N2O28S3